(1)
An isolated molecule of C2H2Cl2, computed with the ωB97M-V functional and the def2-TZVPD basis.

Geometry as XYZ:
```
6
Properties=species:S:1:pos:R:3:nbo_charge:R:1
C 0.50 -0.43 0.01 -0.24
C -0.50 0.45 -0.01 -0.23
H 0.32 -1.50 0.00 0.22
H -0.32 1.51 0.03 0.22
Cl 2.15 0.04 -0.02 0.02
Cl -2.15 -0.06 -0.02 0.01
```

Computed properties:
Lowest unoccupied orbital energy ... 1.05 eV
Total charge ... 0
Gap between HOMO and LUMO ... 10.60 eV
E_tot ... -997.76576 a.u.
Energy above the lowest of the compared OMol25 structures with the same formula, charge and spin ... 0.0 kcal/mol
SMILES ... Cl/C=C/Cl

=====

(2)
An isolated molecule of C2H2Cl2 at a distorted geometry, computed with the ωB97M-V functional and the def2-TZVPD basis.

Geometry as XYZ:
```
6
Properties=species:S:1:pos:R:3:nbo_charge:R:1
C 0.57 0.06 0.50 -0.25
C -0.51 -0.27 -0.26 -0.19
H 1.46 -0.52 0.28 0.23
H -1.38 0.27 -0.13 0.20
Cl 0.39 1.31 1.69 0.03
Cl -0.42 -1.22 -1.79 -0.03
```

Computed properties:
Lowest unoccupied orbital energy ... 0.75 eV
Total charge ... 0
Gap between HOMO and LUMO ... 10.41 eV
E_tot ... -997.75128 a.u.
Energy above the lowest of the compared OMol25 structures with the same formula, charge and spin ... 9.1 kcal/mol
SMILES ... Cl/C=C/Cl

=====

(3)
An isolated molecule of C2H2Cl2F2 at a distorted geometry, computed with the ωB97M-V functional and the def2-TZVPD basis.

Geometry as XYZ:
```
8
Properties=species:S:1:pos:R:3:nbo_charge:R:1
C 0.61 0.03 0.35 0.16
C -0.69 0.11 -0.50 0.17
H 0.84 1.11 0.58 0.20
H -0.53 0.23 -1.54 0.20
F 0.49 -0.67 1.49 -0.32
F -1.23 1.23 0.08 -0.33
Cl 2.10 -0.63 -0.36 -0.05
Cl -1.59 -1.40 -0.10 -0.04
```

Computed properties:
Lowest unoccupied orbital energy ... 0.82 eV
Total charge ... 0
Gap between HOMO and LUMO ... 12.12 eV
E_tot ... -1197.49994 a.u.
Energy above the lowest of the compared OMol25 structures with the same formula, charge and spin ... 13.7 kcal/mol
SMILES ... F[C@H](Cl)[C@@H](F)Cl

=====

(4)
A 2-piece molecular cluster, C2H2Cl2N overall at a distorted geometry, computed with the ωB97M-V functional and the def2-TZVPD basis.

Geometry as XYZ:
```
7
Properties=species:S:1:pos:R:3:nbo_charge:R:1
C -1.71 -0.05 -0.20 0.30
C 0.66 0.70 0.06 0.65
N -0.42 0.25 -0.04 -0.63
Cl -2.92 -0.34 0.86 0.42
Cl 3.76 -0.12 0.55 -0.23
H -1.95 -0.22 -1.21 0.26
H 2.57 -0.21 -0.01 0.23
```

Computed properties:
Lowest unoccupied orbital energy ... -9.11 eV
Total charge ... +1
Gap between HOMO and LUMO ... 5.26 eV
E_tot ... -1052.10795 a.u.
Energy above the lowest of the compared OMol25 structures with the same formula, charge and spin ... 64.0 kcal/mol

=====

(5)
A 2-piece molecular cluster, C2H2Cl2N2S overall at a distorted geometry, computed with the ωB97M-V functional and the def2-TZVPD basis.

Geometry as XYZ:
```
9
Properties=species:S:1:pos:R:3:nbo_charge:R:1
C 1.67 -1.77 1.00 -0.24
C 0.69 -1.70 0.32 -0.12
N -0.47 1.35 -0.86 -0.37
N -0.38 1.44 0.39 -0.16
S -1.77 1.25 -1.81 -0.02
Cl -0.67 -1.66 -0.60 0.13
Cl -1.88 1.38 1.27 0.13
H 2.46 -1.90 1.64 0.23
H 0.36 1.62 -1.34 0.43
```

Computed properties:
Lowest unoccupied orbital energy (alpha / beta) ... -0.82 / -0.81 eV
Total charge ... 0
Gap between HOMO and LUMO (alpha / beta) ... 8.40 / 8.40 eV
E_tot ... -1505.30199 a.u.
Energy above the lowest of the compared OMol25 structures with the same formula, charge and spin ... 88.2 kcal/mol
SMILES ... [S-]/[NH+]=N\Cl.C#CCl

=====

(6)
A 2-piece molecular cluster, C2H2Cl2O2 overall at a distorted geometry, computed with the ωB97M-V functional and the def2-TZVPD basis.

Geometry as XYZ:
```
8
Properties=species:S:1:pos:R:3:mulliken_spin:R:1
C -2.36 -0.18 -0.36 -0.03
C 0.40 -0.57 0.49 0.86
O -2.09 0.42 -1.34 0.00
O -1.70 -0.82 0.54 0.73
Cl -4.13 -0.58 0.10 0.22
Cl 0.81 -1.77 -0.53 0.20
H 0.09 0.43 0.04 0.01
H 0.58 -0.66 1.46 0.00
```

Computed properties:
Spin multiplicity ... 3
Lowest unoccupied orbital energy (alpha / beta) ... 0.59 / -4.37 eV
Total charge ... 0
Gap between HOMO and LUMO (alpha / beta) ... 8.33 / 7.00 eV
E_tot ... -1148.09613 a.u.
Energy above the lowest of the compared OMol25 structures with the same formula, charge and spin ... 12.1 kcal/mol

=====

(7)
A 2-piece molecular cluster, C2H2Cl2O2S overall at a distorted geometry, computed with the ωB97M-V functional and the def2-TZVPD basis.

Geometry as XYZ:
```
9
Properties=species:S:1:pos:R:3:mulliken_spin:R:1
C 1.65 -0.49 1.79 0.00
C 1.09 -1.24 2.50 0.00
O -0.57 -0.67 -1.51 0.46
O -1.12 1.77 -1.24 0.11
S -1.47 0.34 -2.04 0.81
Cl 0.30 -2.36 3.45 0.00
Cl -0.89 0.86 -3.90 0.63
H 2.36 0.01 1.23 0.00
H -1.34 1.79 -0.27 0.00
```

Computed properties:
Spin multiplicity ... 3
Lowest unoccupied orbital energy (alpha / beta) ... 0.26 / -3.78 eV
Total charge ... 0
Gap between HOMO and LUMO (alpha / beta) ... 6.31 / 6.59 eV
E_tot ... -1546.18616 a.u.
Energy above the lowest of the compared OMol25 structures with the same formula, charge and spin ... 79.0 kcal/mol

=====

(8)
An isolated molecule of C2H2Cl2OS at a distorted geometry, computed with the ωB97M-V functional and the def2-TZVPD basis.

Geometry as XYZ:
```
8
Properties=species:S:1:pos:R:3:nbo_charge:R:1
C 0.76 0.35 0.42 0.17
C -0.32 -0.43 -0.40 -0.35
H -0.74 1.51 0.85 0.49
H 0.12 -1.32 -0.91 0.26
O 0.26 1.40 1.06 -0.64
S 2.31 -0.07 0.49 0.03
Cl -0.94 0.54 -1.69 0.03
Cl -1.47 -1.12 0.73 0.01
```

Computed properties:
Lowest unoccupied orbital energy ... -0.14 eV
Total charge ... 0
Gap between HOMO and LUMO ... 9.21 eV
E_tot ... -1471.20103 a.u.
Energy above the lowest of the compared OMol25 structures with the same formula, charge and spin ... 8.1 kcal/mol
SMILES ... OC(=S)C(Cl)Cl